Entry w
# C3H10BNO2

2 unconnected molecules or ions with the total composition C3H10BNO2 (ωB97M-V/def2-TZVPD, the Open Molecules 2025 dataset).

Structure (ORCA input):
```
! RIJCOSX wB97M-V def2-TZVPD def2/J DEFGRID3
* xyz 0 1
O -2.6238 -0.0173 0.4007
O 2.1206 -1.0025 -0.6465
N 0.2894 0.1730 -1.5808
C 1.0181 0.8856 0.8322
C -2.8442 -1.1505 -0.4819
C -1.9653 0.9673 -0.0424
B 1.2090 -0.0135 -0.5259
H -0.1118 1.1291 -1.5489
H -2.2868 -1.9525 -0.0322
H 0.3500 1.7606 0.6535
H -3.8890 -1.3492 -0.5734
H 2.8393 -1.2648 -0.0181
H -2.2045 -0.9994 -1.3868
H 0.5700 0.5801 1.8464
H 0.2905 -0.1234 -2.5689
H 2.0477 1.3242 1.1438
H -1.9990 1.6724 0.9263
*
```

Properties
HOMO	-8.15	eV

These are the Löwdin partial charges, in e, on atoms 1 to 6:
1 O -0.19
2 O 0.12
3 N 0.15
4 C -0.05
5 C -0.04
6 C -0.01

Entry x
# C3H10BNO2

A single C3H10BNO2 molecule (ωB97M-V/def2-TZVPD, the Open Molecules 2025 dataset).

Structure (ORCA input):
```
! RIJCOSX wB97M-V def2-TZVPD def2/J DEFGRID3
* xyz 0 1
O -2.1761 1.0737 -0.3614
O 1.0264 -1.6361 -0.6663
N 0.3226 0.5962 -0.2831
C -1.2404 0.5808 -1.1674
C -2.5348 0.1786 0.6773
C 2.6141 -0.1851 0.6953
B 1.2246 -0.3674 -0.1681
H -1.1324 1.1720 -2.0300
H 3.3798 -0.7660 0.3193
H 1.9831 -1.9014 -0.8615
H 0.6117 1.5067 0.0502
H -1.3381 -0.5278 -1.4265
H 2.8662 0.8931 0.7233
H -1.9625 0.2732 1.5861
H -2.3230 -0.7555 0.2940
H 2.3351 -0.4683 1.6746
H -3.6561 0.3333 0.9442
*
```

Properties
SMILES string	COCNB(C)O
HOMO	-9.61	eV

These are the Löwdin partial charges, in e, on atoms 1 to 6:
1 O -0.15
2 O 0.09
3 N 0.20
4 C -0.11
5 C -0.07
6 C -0.01

What should be chosen as the least stable of them? Choose entry w.

Entry w
# CH4N2

A single CH4N2 molecule (ωB97M-V/def2-TZVPD, the Open Molecules 2025 dataset).

Structure (ORCA input):
```
! RIJCOSX wB97M-V def2-TZVPD def2/J DEFGRID3
* xyz 0 1
N 1.0842 -0.0294 0.0933
N -0.0655 -0.6800 -0.1565
C -1.0222 -0.0014 -0.0498
H -0.8868 0.9770 0.0140
H 1.9101 -0.6549 0.1128
H -2.0733 -0.4583 0.4158
H 1.0535 0.8470 -0.4296
*
```

Properties
SMILES string	C=NN
HOMO	-9.09	eV

These are the Löwdin partial charges, in e, on atoms 1 to 6:
1 N -0.02
2 N -0.15
3 C -0.16
4 H 0.01
5 H 0.10
6 H 0.13

Entry x
# CH4N2

A molecular structure, CH4N2 (ωB97M-V/def2-TZVPD, the Open Molecules 2025 dataset).

Structure (ORCA input):
```
! RIJCOSX wB97M-V def2-TZVPD def2/J DEFGRID3
* xyz 0 1
N -1.2456 -0.0185 0.1109
N 1.4129 0.3630 -0.0232
C 0.2100 -0.4522 -0.0514
H -1.4332 0.9742 -0.0099
H -0.5778 -0.2326 -0.9667
H 0.2110 -1.5707 0.1372
H 1.4226 0.9367 0.8032
*
```

Properties
HOMO	-8.85	eV

These are the Löwdin partial charges, in e, on atoms 1 to 6:
1 N 0.06
2 N -0.02
3 C -0.34
4 H 0.05
5 H 0.13
6 H 0.13

What should be chosen as the least stable of them? Choose entry x.

Entry w
# C5H16N3

A gas-phase ion, C5H16N3 (charge +1) (ωB97M-V/def2-TZVPD, the Open Molecules 2025 dataset).

Structure (ORCA input):
```
! RIJCOSX wB97M-V def2-TZVPD def2/J DEFGRID3
* xyz 1 1
N 3.4651 1.4334 0.4554
N -1.0332 0.5543 -0.8163
N -1.4407 -2.4125 0.6487
C 2.1570 1.9054 0.0793
C 0.8633 1.0938 0.4863
C -1.9651 -0.5598 -0.9783
C 0.4114 0.2328 -0.6823
C -2.0837 -1.0641 0.5341
H -1.2447 1.3917 -1.4068
H 1.0454 0.4897 -1.6214
H -1.6868 -0.0846 1.0487
H -0.6725 -2.6512 -0.0655
H -1.7833 -1.4711 -1.6538
H 1.9387 2.9736 0.3347
H 0.5527 -0.8728 -0.6461
H 2.2211 1.7163 -1.0030
H -1.1409 -2.5580 1.6475
H 3.4536 0.4739 0.6577
H 1.1249 0.3730 1.2772
H -3.1147 -1.2191 0.8232
H -2.2187 -3.0284 0.3124
H 4.1772 1.9763 0.9089
H -0.0111 1.5785 0.9062
H -3.0151 -0.2710 -1.2468
*
```

Properties
SMILES string	NCCCNCC[NH3+]
HOMO	-11.21	eV

These are the Löwdin partial charges, in e, on atoms 1 to 6:
1 N 0.00
2 N -0.13
3 N 0.15
4 C -0.27
5 C -0.18
6 C -0.20

Entry x
# C5H16N3

2 unconnected molecules or ions with the total composition C5H16N3 (ωB97M-V/def2-TZVPD, the Open Molecules 2025 dataset).

Structure (ORCA input):
```
! RIJCOSX wB97M-V def2-TZVPD def2/J DEFGRID3
* xyz 1 1
N -0.9590 1.0421 -0.1817
N 0.0554 -1.3304 0.2446
N 2.4840 -1.1172 -2.5717
C -1.0866 2.8240 1.4473
C 0.7983 -1.7930 -0.9639
C -2.1930 0.6402 1.9337
C 2.0172 -0.9187 -1.2050
C -1.4016 1.5995 1.0910
H -1.4325 3.1645 2.4128
H -2.8288 -0.0074 1.3187
H 1.0967 -2.8282 -0.8232
H 2.7652 -1.1496 -0.4329
H -2.8294 1.1789 2.6263
H 0.1353 -1.7335 -1.8200
H 3.0322 -0.3201 -2.8700
H -0.2942 1.6572 -0.6411
H -0.6737 -1.9979 0.4888
H -0.5145 3.4948 0.8238
H -0.4191 -0.2239 0.0754
H -1.5313 -0.0029 2.5109
H 3.1036 -1.9171 -2.6240
H -1.7523 0.9360 -0.8124
H 1.7403 0.1252 -1.0714
H 0.6876 -1.3226 1.0441
*
```

Properties
HOMO	-13.15	eV

These are the Löwdin partial charges, in e, on atoms 1 to 6:
1 N 0.07
2 N 0.08
3 N 0.01
4 C 0.08
5 C -0.19
6 C -0.05

Entry y
# C5H16N3

2 unconnected molecules or ions with the total composition C5H16N3 (ωB97M-V/def2-TZVPD, the Open Molecules 2025 dataset).

Structure (ORCA input):
```
! RIJCOSX wB97M-V def2-TZVPD def2/J DEFGRID3
* xyz 1 1
N -1.9742 -0.6004 0.0314
N -1.7603 -3.0675 0.0307
N 0.1971 -1.7010 -0.2815
C -0.4507 2.1533 0.3757
C -1.2096 -1.7963 -0.1462
C 2.0266 1.9293 0.5563
C 0.7553 2.7619 1.0269
C 0.7445 -2.2425 -1.3981
H 2.0303 1.6156 -0.5342
H 2.1291 1.0984 1.2967
H -1.1011 3.1458 0.2162
H 0.7688 3.7786 0.7571
H -0.8532 1.5290 1.0733
H 3.0510 2.6434 0.3744
H 0.4087 -1.9057 -2.3348
H 0.6183 2.8249 2.2111
H -1.2475 -4.0192 0.1696
H -2.9978 -0.7207 0.0456
H 0.6507 -0.7525 -0.0557
H 1.0299 -3.3390 -1.3861
H -1.6393 0.2349 -0.2556
H -2.7204 -3.0832 -0.0022
H 1.9294 -1.9273 -1.3103
H -0.3855 1.4401 -0.4603
*
```

Properties
HOMO	-13.79	eV

These are the Löwdin partial charges, in e, on atoms 1 to 6:
1 N 0.22
2 N 0.21
3 N -0.03
4 C -0.17
5 C -0.24
6 C -0.13

What should be chosen as the least stable of them? Choose entry w.

Entry w
# C5H9ClN2

A single C5H9ClN2 molecule (ωB97M-V/def2-TZVPD, the Open Molecules 2025 dataset).

Structure (ORCA input):
```
! RIJCOSX wB97M-V def2-TZVPD def2/J DEFGRID3
* xyz 0 1
Cl 0.3318 1.7006 -1.3755
N 0.5366 -1.1286 1.2379
N -1.1910 -0.1755 -0.2000
C -2.3154 -0.0455 0.6428
C 0.1783 -0.4784 0.2302
C 1.0877 0.4107 -0.4497
C 2.3513 -0.1188 -0.7284
C -0.4850 -1.9333 1.8815
H -1.1480 0.3408 -0.9535
H -3.3597 -0.2473 -0.0390
H -2.5010 1.0359 1.3197
H 0.2725 -2.5428 2.5597
H -1.2130 -2.5019 1.1519
H 2.8941 0.5005 -1.3530
H -2.2624 -1.0557 1.4460
H 2.5584 -0.9451 -0.0206
H -1.2020 -1.3746 2.5491
*
```

Properties
SMILES string	C=C(Cl)/C(=N/C)NC
HOMO	-8.95	eV

These are the Löwdin partial charges, in e, on atoms 1 to 6:
1 Cl 0.71
2 N 0.02
3 N -0.09
4 C -0.18
5 C -0.42
6 C -0.59

Entry x
# C5H9ClN2

A single C5H9ClN2 molecule (ωB97M-V/def2-TZVPD, the Open Molecules 2025 dataset).

Structure (ORCA input):
```
! RIJCOSX wB97M-V def2-TZVPD def2/J DEFGRID3
* xyz 0 1
Cl 1.0171 2.4677 2.4725
N -1.5283 -0.4378 -1.5556
N -0.5544 0.1411 -0.7348
C -0.9725 0.6502 0.5261
C 1.3579 1.3058 1.1749
C 0.3495 0.1888 1.1365
C 0.5256 -0.6876 -0.1625
C -1.1208 -1.4325 -2.2589
H 1.4848 -0.7206 -0.6751
H -1.8480 -1.9943 -2.8843
H 2.3619 0.9983 1.3965
H 1.3467 1.7197 0.1832
H 0.3111 -0.4501 2.0463
H 0.2759 -1.7750 0.0760
H -0.0702 -1.7751 -2.3251
H -1.1228 1.7526 0.6624
H -1.8134 0.0488 0.9218
*
```

Properties
SMILES string	C=NN1CC(CCl)C1
HOMO	-8.90	eV

These are the Löwdin partial charges, in e, on atoms 1 to 6:
1 Cl 0.57
2 N 0.01
3 N -0.18
4 C -0.17
5 C -0.59
6 C -0.34

What should be chosen as the least stable of them? Choose entry w.

Entry w
# C5H12O4

2 unconnected molecules or ions with the total composition C5H12O4 (ωB97M-V/def2-TZVPD, the Open Molecules 2025 dataset).

Structure (ORCA input):
```
! RIJCOSX wB97M-V def2-TZVPD def2/J DEFGRID3
* xyz 0 1
O -2.1872 -0.2839 -1.1984
O 0.3254 1.0297 -1.4665
O -2.6706 -1.0740 0.9715
O -2.5773 1.2076 0.6126
C -2.1243 -0.0704 0.2177
C 2.4562 -1.1251 -0.3793
C 0.4884 0.4901 -0.1834
C 0.9888 -0.9190 -0.2579
C 0.8464 1.2960 1.0441
H 2.8802 -0.8639 0.5051
H 2.5257 -2.2063 -0.6447
H 0.9922 0.6103 1.8375
H -1.5326 0.2820 -1.5447
H 0.3759 -1.2972 -1.1520
H -0.0709 1.9681 -1.5184
H 3.0646 -0.6375 -1.1224
H 0.6613 -1.5174 0.6042
H -0.0288 2.0524 1.2328
H 1.7180 1.8620 0.9634
H -3.2895 0.9964 1.1125
H -2.8420 -1.8000 0.3665
*
```

Properties
HOMO (spin up / spin down)	-6.90 / -7.30	eV

These are the Löwdin partial charges, in e, on atoms 1 to 6:
1 O 0.03
2 O -0.03
3 O 0.08
4 O 0.07
5 C -0.41
6 C -0.10

Entry x
# C5H12O4

A molecular structure, C5H12O4 (ωB97M-V/def2-TZVPD, the Open Molecules 2025 dataset).

Structure (ORCA input):
```
! RIJCOSX wB97M-V def2-TZVPD def2/J DEFGRID3
* xyz 0 1
O 1.8996 -2.4076 -0.7962
O -0.8687 1.3027 0.9116
O -2.9548 3.4860 1.5063
O -2.5141 1.5337 2.4091
C 0.6295 -0.2929 -0.1081
C 3.1548 -1.8833 -1.0490
C -0.5828 0.6111 -0.2939
C 0.8086 -1.5001 -1.1415
C -2.0166 0.8878 1.5310
H 0.8362 -1.2111 -2.2098
H -2.4454 -0.0165 1.0556
H -2.8400 2.7704 2.1719
H -3.8433 3.3220 1.1165
H 3.8226 -2.7109 -0.7562
H -0.2732 1.2823 -1.1179
H -1.4346 0.0040 -0.6563
H 3.4020 -1.5797 -2.0802
H 3.3387 -1.0283 -0.3769
H 1.5285 0.3436 0.0026
H 0.4353 -0.7739 0.8699
H -0.0822 -2.1393 -0.9887
*
```

Properties
HOMO	-10.02	eV

These are the Löwdin partial charges, in e, on atoms 1 to 6:
1 O -0.20
2 O 0.01
3 O -0.10
4 O 0.09
5 C -0.14
6 C -0.15

What should be chosen as the least stable of them? Choose entry w.

Entry w
# H11O5S

6 unconnected molecules or ions with the total composition H11O5S (ωB97M-V/def2-TZVPD, the Open Molecules 2025 dataset).

Structure (ORCA input):
```
! RIJCOSX wB97M-V def2-TZVPD def2/J DEFGRID3
* xyz -1 1
S -0.6570 0.0858 -0.7654
O 1.0349 -3.6119 2.9293
O -0.1441 0.8975 -3.7834
O 2.0481 0.6178 1.1198
O -1.0852 -2.2335 1.6902
O -0.5337 3.7136 -1.0397
H -0.9519 0.8432 -4.2797
H -0.3643 0.8397 -2.8448
H -2.0286 -2.2238 1.9287
H 0.3247 -3.2186 2.3230
H 1.9502 -3.1352 2.8670
H -0.8529 -1.3610 1.2655
H 1.1636 0.3382 0.7215
H -1.2049 1.0433 -0.1589
H 2.4198 1.2611 0.5454
H 0.2093 3.0918 -1.2806
H -1.3282 3.0520 -1.2380
*
```

Properties
HOMO	-4.46	eV

These are the Löwdin partial charges, in e, on atoms 1 to 6:
1 S 0.21
2 O -0.17
3 O -0.14
4 O -0.14
5 O -0.13
6 O -0.17

Entry x
# H11O5S

6 unconnected molecules or ions with the total composition H11O5S (ωB97M-V/def2-TZVPD, the Open Molecules 2025 dataset).

Structure (ORCA input):
```
! RIJCOSX wB97M-V def2-TZVPD def2/J DEFGRID3
* xyz -1 1
S 0.4548 -1.6575 1.1259
O -1.5316 -0.7055 -3.6072
O 0.6280 -2.0441 -2.0856
O 1.3503 3.2829 0.6807
O -1.0259 0.6537 -0.6211
O 0.0119 0.1623 4.0253
H 0.9110 4.1317 0.6339
H 0.5761 -0.4360 1.6584
H 0.7835 2.5953 1.0396
H -1.9019 0.3037 -0.4383
H 0.9745 -2.9377 -1.9587
H -1.5991 0.0073 -2.9553
H 0.7047 -1.7396 -1.1538
H -0.6965 -1.0996 -3.3039
H -0.4325 -0.1184 -0.4949
H -0.1659 -0.6635 3.5701
H 0.9586 0.2650 3.8850
*
```

Properties
HOMO	-4.02	eV

These are the Löwdin partial charges, in e, on atoms 1 to 6:
1 S 0.03
2 O -0.10
3 O -0.13
4 O -0.06
5 O -0.12
6 O -0.11

What should be chosen as the least stable of them? Choose entry w.